C66H48BrClN2O20P2S | ωB97M-V with the def2-TZVPD basis set

HOMO (eV): -8.036
Structure (SMILES): C#CCCCc1c(P(O)Br)c(Cl)c(P(C)O)c2nsnc12.O=C1C=CC(=O)C=C1.O=C1C=CC(=O)C=C1.O=C1C=CC(=O)C=C1.O=C1C=CC(=O)C=C1.O=C1C=CC(=O)C=C1.O=C1C=CC(=O)C=C1.O=C1C=CC(=O)C=C1.O=C1C=CC(=O)C=C1.O=C1C=CC(=O)C=C1
Frontier orbital gap (hartree): 0.2178
Max |F| (eV/A): 6.8

CARTESIAN COORDINATES (ANGSTROEM)
C 1.342 -4.801 1.097
C 1.415 -4.316 -0.123
C 1.481 -3.641 -1.588
C 1.860 -4.738 -2.748
C 1.122 -6.155 -2.558
C -0.481 -6.101 -2.511
C -1.391 -6.973 -1.527
P -0.469 -8.174 -0.408
O 0.742 -8.982 -1.389
Br -1.693 -9.945 0.297
C -2.977 -6.721 -1.587
Cl -4.083 -7.612 -0.437
C -3.693 -5.723 -2.581
P -5.536 -5.395 -2.750
C -5.686 -3.470 -2.816
O -6.471 -5.811 -1.380
C -2.756 -4.903 -3.608
N -3.162 -3.964 -4.651
S -1.760 -3.304 -5.456
N -0.645 -4.225 -4.547
C -1.181 -5.099 -3.525
H 1.282 -4.845 2.252
H 0.570 -2.999 -1.850
H 2.400 -2.931 -1.549
H 1.796 -4.295 -3.814
H 2.997 -4.947 -2.583
H 1.400 -6.861 -3.442
H 1.578 -6.619 -1.590
H 0.387 -8.948 -2.325
H -4.949 -2.984 -2.068
H -5.587 -3.075 -3.888
H -6.754 -3.237 -2.448
H -6.153 -5.367 -0.557
O 6.299 1.729 0.769
C 5.330 1.077 0.417
C 4.023 1.222 1.091
C 2.964 0.506 0.707
C 3.053 -0.460 -0.408
O 2.083 -1.111 -0.758
C 4.360 -0.604 -1.082
C 5.419 0.111 -0.698
H 3.974 1.934 1.906
H 1.999 0.599 1.190
H 4.409 -1.317 -1.897
H 6.384 0.018 -1.181
O 2.972 -5.519 3.429
C 3.805 -6.396 3.581
C 3.809 -7.251 4.787
C 4.723 -8.208 4.953
C 5.768 -8.457 3.938
O 6.600 -9.332 4.089
C 5.764 -7.602 2.732
C 4.850 -6.644 2.567
H 3.036 -7.056 5.520
H 4.741 -8.843 5.830
H 6.537 -7.796 1.999
H 4.832 -6.009 1.690
O 5.579 -3.684 6.073
C 4.929 -2.769 5.601
C 3.529 -2.963 5.172
C 2.819 -1.960 4.652
C 3.401 -0.612 4.485
O 2.751 0.303 4.012
C 4.802 -0.418 4.914
C 5.512 -1.421 5.433
H 3.117 -3.956 5.302
H 1.792 -2.086 4.332
H 5.214 0.575 4.784
H 6.539 -1.295 5.754
O -1.018 2.475 -5.572
C -1.578 1.835 -4.700
C -1.154 0.459 -4.366
C -1.770 -0.243 -3.412
C -2.901 0.326 -2.650
O -3.462 -0.315 -1.778
C -3.325 1.701 -2.984
C -2.709 2.403 -3.937
H -0.323 0.057 -4.933
H -1.473 -1.252 -3.155
H -4.155 2.103 -2.416
H -3.006 3.410 -4.193
O -4.412 4.369 -3.045
C -5.067 5.289 -3.507
C -6.476 5.099 -3.912
C -7.191 6.105 -4.418
C -6.607 7.452 -4.593
O -7.262 8.370 -5.054
C -5.199 7.641 -4.188
C -4.483 6.635 -3.683
H -6.889 4.104 -3.775
H -8.224 5.984 -4.721
H -4.786 8.633 -4.324
H -3.453 6.756 -3.382
O -3.255 7.118 -1.437
C -3.128 6.592 -0.344
C -2.986 5.127 -0.212
C -2.849 4.550 0.983
C -2.832 5.351 2.225
O -2.704 4.822 3.315
C -2.974 6.816 2.093
C -3.111 7.393 0.898
H -3.000 4.555 -1.131
H -2.745 3.479 1.098
H -2.959 7.388 3.013
H -3.215 8.465 0.783
O -10.742 4.464 1.522
C -10.081 4.093 0.569
C -9.422 2.770 0.559
C -8.697 2.366 -0.485
C -8.523 3.222 -1.677
O -7.861 2.850 -2.631
C -9.182 4.545 -1.667
C -9.907 4.949 -0.623
H -9.560 2.155 1.440
H -8.207 1.401 -0.508
H -9.044 5.160 -2.547
H -10.397 5.915 -0.600
O 12.272 3.189 -1.101
C 11.305 2.539 -1.451
C 9.997 2.683 -0.778
C 8.938 1.968 -1.162
C 9.027 1.002 -2.277
O 8.058 0.350 -2.628
C 10.334 0.857 -2.950
C 11.393 1.572 -2.567
H 9.949 3.395 0.037
H 7.973 2.061 -0.679
H 10.382 0.145 -3.765
H 12.358 1.480 -3.050
O 0.005 5.826 8.393
C 0.372 5.319 7.348
C 1.751 4.812 7.184
C 2.153 4.259 6.039
C 1.237 4.126 4.886
O 1.605 3.619 3.842
C -0.142 4.632 5.051
C -0.544 5.186 6.196
H 2.409 4.916 8.038
H 3.160 3.883 5.901
H -0.800 4.528 4.197
H -1.550 5.561 6.333

Results of the Mulliken charge analysis, in e, for atoms 1 through 99: number 1, C, carries -0.43; number 2, C, carries -0.31; number 3, C, carries 1.19; number 4, C, carries -0.93; number 5, C, carries -0.83; number 6, C, carries -0.19; number 7, C, carries 0.27; number 8, P, carries 0.60; number 9, O, carries -0.51; number 10, Br, carries -0.27; number 11, C, carries 0.17; number 12, Cl, carries -0.21; number 13, C, carries 0.29; number 14, P, carries 0.13; number 15, C, carries -0.84; number 16, O, carries -0.47; number 17, C, carries 0.20; number 18, N, carries -0.54; number 19, S, carries 0.19; number 20, N, carries -0.48; number 21, C, carries 0.10; number 22, H, carries 0.35; number 23, H, carries -0.13; number 24, H, carries -0.43; number 25, H, carries 0.32; number 26, H, carries 0.46; number 27, H, carries 0.42; number 28, H, carries 0.42; number 29, H, carries 0.36; number 30, H, carries 0.24; number 31, H, carries 0.29; number 32, H, carries 0.33; number 33, H, carries 0.32; number 34, O, carries -0.59; number 35, C, carries 0.51; number 36, C, carries -0.46; number 37, C, carries -0.39; number 38, C, carries 0.35; number 39, O, carries -0.51; number 40, C, carries -0.46; number 41, C, carries -0.33; number 42, H, carries 0.55; number 43, H, carries 0.50; number 44, H, carries 0.47; number 45, H, carries 0.33; number 46, O, carries -0.49; number 47, C, carries 0.45; number 48, C, carries -0.23; number 49, C, carries -0.44; number 50, C, carries 0.34; number 51, O, carries -0.55; number 52, C, carries -0.35; number 53, C, carries -0.43; number 54, H, carries 0.42; number 55, H, carries 0.41; number 56, H, carries 0.42; number 57, H, carries 0.48; number 58, O, carries -0.57; number 59, C, carries 0.28; number 60, C, carries -0.24; number 61, C, carries -0.34; number 62, C, carries 0.37; number 63, O, carries -0.52; number 64, C, carries -0.27; number 65, C, carries -0.49; number 66, H, carries 0.40; number 67, H, carries 0.45; number 68, H, carries 0.47; number 69, H, carries 0.42; number 70, O, carries -0.57; number 71, C, carries 0.06; number 72, C, carries -0.53; number 73, C, carries -0.17; number 74, C, carries -0.10; number 75, O, carries -0.59; number 76, C, carries -0.16; number 77, C, carries -0.37; number 78, H, carries 0.50; number 79, H, carries 0.71; number 80, H, carries 0.58; number 81, H, carries 0.56; number 82, O, carries -0.33; number 83, C, carries 0.39; number 84, C, carries -0.65; number 85, C, carries -0.56; number 86, C, carries 0.25; number 87, O, carries -0.58; number 88, C, carries -0.51; number 89, C, carries -0.16; number 90, H, carries 0.86; number 91, H, carries 0.57; number 92, H, carries 0.44; number 93, H, carries 0.40; number 94, O, carries -0.49; number 95, C, carries 0.28; number 96, C, carries -0.13; number 97, C, carries -0.55; number 98, C, carries 0.46; number 99, O, carries -0.62